Entry 1:
2 unconnected molecules or ions with the total composition C3H6FNO2S. Source: the OMol25 dataset; level of theory: ωB97M-V with the def2-TZVPD basis set.

Atoms and positions in Å:
C 0.067 -0.110 -0.254
C -0.861 -1.262 -0.181
C 0.706 2.101 0.455
N 0.265 0.946 0.215
O 4.701 -0.328 -0.172
O 2.459 -0.975 -1.120
F 2.759 0.051 1.234
S 3.397 0.177 -0.317
H 1.490 -0.806 -0.830
H -0.753 -1.779 -1.158
H -0.251 -1.974 0.552
H -1.843 -1.184 0.165
H 1.523 2.038 1.224
H 0.382 2.990 -0.031

## Properties
HOMO energy = -8.38 eV
E_tot = -821.0734 hartree
energy relative to the best compared isomer or geometry (same formula, charge and spin) = 34.74 kcal per mole
largest force on an atom = 4.27 eV/Å


Entry 2:
A molecular structure, CClFN2O3. Source: the OMol25 dataset; level of theory: ωB97M-V with the def2-TZVPD basis set.

Atoms and positions in Å:
C -0.677 0.131 0.366
N -1.118 0.458 -0.867
N 1.036 -0.503 -0.159
O -0.423 1.314 -1.394
O 1.247 -1.562 0.300
O 1.557 0.364 -0.747
F -0.206 0.951 1.281
Cl -1.417 -1.152 1.219

## Properties
HOMO energy (alpha / beta) = -10.07 / -10.07 eV
E_tot = -933.1471 hartree
energy relative to the best compared isomer or geometry (same formula, charge and spin) = 24.00 kcal per mole
largest force on an atom = 3.95 eV/Å


Entry 3:
C4H4ClNOS in the gas phase. Source: the OMol25 dataset; level of theory: ωB97M-V with the def2-TZVPD basis set.

Atoms and positions in Å:
C 1.080 -0.481 -0.531
C 1.071 0.241 0.735
C 0.116 -0.764 -1.452
C 0.042 0.883 1.244
N -1.806 0.621 -0.982
O -1.129 -0.387 -1.701
S -1.624 0.944 0.500
Cl -2.174 -0.658 1.639
H 2.018 -0.901 -0.726
H 1.875 0.415 1.415
H 0.347 -1.297 -2.252
H 0.184 1.385 2.112

## Properties
HOMO energy = -8.55 eV
E_tot = -1143.0069 hartree
energy relative to the best compared isomer or geometry (same formula, charge and spin) = 113.15 kcal per mole
largest force on an atom = 4.53 eV/Å